No. 1
C33H45MgN4O3SSb as an isolated structure, computed with ωB97M-V/def2-TZVPD.

Output
Energy   -2567.3760 Ha
Gap between HOMO and LUMO   7.597 eV
F_max   0.556 eV/Å
HOMO energy   -14.12 eV
Energy above the lowest of the compared OMol25 structures with the same formula, charge and spin   32.7 kJ/mol
Net charge   +2

```
88
Properties=species:S:1:pos:R:3:mulliken_charge:R:1
N -0.32 -2.55 0.44 -0.055
H -1.66 -5.23 -1.07 0.449
H -4.52 1.27 -1.71 0.460
H 2.88 3.12 2.86 0.551
H 5.51 4.83 -1.46 0.480
Mg -0.10 -0.42 0.56 1.557
C 0.72 -4.55 1.24 -0.939
C -1.01 -4.68 -0.40 -0.819
C 1.64 3.78 -2.23 -0.875
C 4.60 2.10 -3.28 -0.074
C 5.17 2.45 -4.50 -0.786
H 5.32 1.53 5.91 0.312
C 0.57 -3.18 1.23 0.285
H -3.64 4.24 3.01 0.500
H -4.42 2.67 3.18 0.275
H -3.83 -0.56 -0.22 0.310
C -3.75 3.25 2.55 -1.474
H -4.23 3.40 1.58 0.260
C 1.42 -2.32 2.09 -0.260
C 5.41 4.18 -2.32 -0.535
H 6.28 3.93 -5.58 0.424
C -4.02 0.07 4.24 -1.482
C -3.00 -0.62 3.34 0.259
H 3.41 0.83 -0.17 0.276
N 3.19 1.55 -0.84 0.200
C -1.75 -1.02 4.13 -1.246
H -0.01 -6.40 0.40 0.467
C 3.41 1.71 4.37 0.429
C 5.84 3.66 -4.63 -0.411
C 0.87 3.84 -4.65 -1.454
S 1.32 -0.21 -1.44 -0.675
C -4.01 0.43 0.21 0.478
H 0.63 1.99 -2.70 0.368
C 3.32 0.39 4.81 -1.171
H 1.65 1.45 1.50 0.018
H -6.14 0.32 0.02 0.484
N 1.29 -1.06 2.03 0.072
H -4.03 2.48 -0.53 0.265
C 4.72 2.97 -2.20 0.833
H 2.13 -2.82 2.75 0.430
O 4.54 3.07 0.18 -0.504
C -2.38 2.61 2.41 0.425
C -1.08 -3.29 -0.36 -0.226
H -1.21 -0.15 4.49 0.328
H -3.44 -1.51 2.89 0.503
C 4.09 2.81 5.15 0.535
C 1.93 4.28 -3.64 0.313
H 3.74 0.09 5.76 0.404
H -4.90 0.40 3.70 0.293
Sb -2.41 0.59 1.65 0.036
H 0.71 4.22 -1.85 0.495
C -3.82 1.47 -0.89 -1.369
H -0.14 4.02 -4.28 0.322
O 5.07 2.45 5.99 -0.454
C 2.04 -0.17 2.86 0.644
H -0.44 3.04 1.47 0.110
H 2.43 4.05 -1.53 0.338
H -1.85 3.60 0.55 0.301
H -3.57 0.93 4.75 0.324
C 2.03 1.38 -1.49 0.157
H -1.79 -2.76 -0.98 0.521
H 2.92 3.95 -3.95 -0.228
H 5.10 1.78 -5.34 0.440
H -5.56 -0.34 1.54 0.326
C -1.45 3.47 1.55 -1.308
C -5.40 0.46 0.81 -1.378
H 6.49 5.46 -3.66 0.437
C 4.18 2.63 -0.87 -0.333
H -2.04 -1.61 5.00 0.511
H -5.61 1.41 1.29 0.250
H 4.09 1.16 -3.18 0.442
H -1.93 2.49 3.40 0.484
H -1.34 4.46 2.00 0.507
H 1.96 5.37 -3.58 0.417
C 5.96 4.52 -3.55 -0.634
H -1.06 -1.62 3.53 0.097
N 1.43 2.32 -2.18 0.186
H -4.34 -0.63 5.01 0.501
H -2.81 1.47 -1.31 0.275
H 2.52 -1.55 4.45 0.415
H 1.45 -5.02 1.89 0.517
C -0.09 -5.32 0.41 -0.448
O 3.78 3.95 5.00 -0.508
C 2.62 -0.55 4.07 -0.697
C 2.80 2.09 3.18 -1.154
C 2.11 1.15 2.43 0.415
H 0.98 4.40 -5.57 0.412
H 0.96 2.79 -4.90 0.375
```



No. 2
One molecule with the formula C23H21ClN4O2 in a non-equilibrium geometry, computed with ωB97M-V/def2-TZVPD.

Output
SMILES   Oc1ccc(/N=N/c2cccc(Cl)c2)cc1/C=N/c1ccc(N2CCOCC2)cc1
Energy   -1718.6992 Ha
Gap between HOMO and LUMO   6.946 eV
F_max   2.882 eV/Å
HOMO energy   -7.49 eV
Energy above the lowest of the compared OMol25 structures with the same formula, charge and spin   264.8 kJ/mol

```
51
Properties=species:S:1:pos:R:3:mulliken_charge:R:1
H 8.89 -3.40 -1.07 0.369
C 4.65 -1.15 0.24 -0.999
C -8.68 -1.20 -0.41 -0.493
Cl -7.57 -3.40 0.67 -0.221
N -5.19 1.05 -0.26 -0.331
H 9.09 -1.05 1.61 0.286
H 4.82 -2.20 0.45 0.364
H -9.60 -1.77 -0.43 0.415
H 7.95 0.93 0.69 0.621
H -1.69 -0.44 -0.36 0.419
N 7.02 -0.78 -0.05 0.254
C -0.53 1.32 0.05 0.696
C 3.10 0.68 0.07 0.395
H -3.96 3.11 0.31 0.466
C -6.30 0.25 -0.35 0.224
O 9.73 -1.79 -0.20 -0.378
C 3.36 -0.68 0.27 -0.584
C -0.58 2.70 0.34 0.135
C -1.71 0.62 -0.14 -0.402
H 8.59 -1.87 -1.92 0.286
H 1.30 2.80 0.43 0.468
C 0.74 0.63 -0.05 0.178
H 0.69 -0.43 -0.30 0.311
H 8.45 0.49 -0.96 0.265
C 9.35 -0.69 0.60 -0.686
C -1.83 3.33 0.43 -0.867
H 2.56 -1.36 0.50 0.284
H 6.27 1.75 -0.41 0.368
N 1.84 1.26 0.12 -0.432
C -2.99 2.63 0.24 -0.327
H 7.36 -2.70 0.76 0.253
C -7.48 0.83 -0.84 -0.540
C 5.46 1.06 -0.20 -0.561
C 7.31 -2.19 -0.21 -0.781
H -1.84 4.39 0.66 0.412
H -7.44 1.85 -1.19 0.422
H -9.55 0.55 -1.27 0.353
C -8.65 0.11 -0.88 -0.424
C 8.17 0.09 0.03 -0.788
H 3.98 2.59 -0.30 0.413
C 4.18 1.54 -0.15 -0.566
H 6.54 -2.66 -0.82 0.618
H 10.23 -0.05 0.68 0.370
N -4.06 0.46 -0.24 -0.204
C 8.65 -2.35 -0.93 -0.678
C -2.95 1.25 -0.05 -0.024
H -5.43 -1.51 0.51 0.495
C 5.74 -0.30 -0.01 0.871
O 0.52 3.42 0.53 -0.658
C -7.52 -1.77 0.08 0.188
C -6.33 -1.07 0.12 -0.255
```



No. 3
C3H4OS as an isolated structure in a non-equilibrium geometry, computed with ωB97M-V/def2-TZVPD.

Output
Energy   -590.1009 Ha
Gap between HOMO and LUMO   10.240 eV
F_max   2.911 eV/Å
HOMO energy   -9.64 eV
Energy above the lowest of the compared OMol25 structures with the same formula, charge and spin   62.3 kJ/mol

```
9
Properties=species:S:1:pos:R:3:mulliken_charge:R:1
C -1.03 0.10 -0.17 -0.427
O 2.18 0.04 1.11 -0.502
H 0.88 0.38 -1.28 0.295
H -1.81 -0.76 -0.38 0.269
S -0.54 0.65 1.58 -0.149
C 0.43 -0.19 -0.47 -0.419
C 1.02 0.18 0.88 0.431
H -1.62 0.91 -0.67 0.290
H 0.51 -1.32 -0.60 0.213
```



No. 4
C6H4BrN2OPS as an isolated structure in a non-equilibrium geometry, computed with ωB97M-V/def2-TZVPD.

Output
Energy   -3729.2074 Ha
Gap between HOMO and LUMO   7.304 eV
F_max   6.219 eV/Å
HOMO energy   -8.95 eV

```
16
Properties=species:S:1:pos:R:3:mulliken_charge:R:1
N -3.48 -0.95 -0.16 -0.525
H 1.48 -1.93 0.03 0.176
H 3.79 -0.83 0.49 0.311
C -2.04 -0.67 -0.10 0.443
N -2.91 1.77 -0.05 -0.535
C 0.64 -1.15 0.02 -0.313
P 2.67 1.10 0.33 0.179
H -0.03 2.52 0.17 0.286
O 3.48 -0.19 1.18 -0.475
Br 3.63 1.47 -1.69 -0.176
C -0.83 -1.67 -0.10 -0.557
S -4.18 0.62 -0.15 0.241
H -1.08 -2.79 -0.16 0.299
C 0.89 0.40 0.12 0.570
C -1.75 0.88 -0.02 0.582
C -0.28 1.41 0.10 -0.506
```



No. 5
C46H52BIN10OPRu as an isolated structure in a non-equilibrium geometry, computed with ωB97M-V/def2-TZVPD.

Output
Energy   -3165.5519 Ha
⟨S²⟩   8.8036
Gap between HOMO and LUMO (spin up / spin down)   7.216 / 7.252 eV
F_max   2.979 eV/Å
HOMO energy (spin up / spin down)   -6.85 / -7.34 eV
Energy above the lowest of the compared OMol25 structures with the same formula, charge and spin   0.0 kJ/mol
2S+1   6

```
113
Properties=species:S:1:pos:R:3:mulliken_charge:R:1
H 1.07 -1.45 3.69 0.431
H -5.34 -2.06 -1.60 0.496
H -4.13 -2.43 -3.73 0.393
C -2.85 -0.66 -3.52 0.238
H -1.98 -2.16 -1.65 -0.565
H -1.53 4.85 1.89 0.364
N -0.04 2.44 -1.55 1.635
C 1.10 -2.13 1.66 0.885
C 4.49 2.41 3.68 -0.683
C -1.61 -2.90 1.31 0.247
H 3.85 -1.33 -4.36 0.621
H 3.42 -2.14 4.12 0.442
C -3.63 -1.82 -2.96 0.675
H -4.16 2.35 -2.08 0.621
H -4.46 0.48 -4.59 0.502
H -3.29 1.29 2.03 0.560
C -2.40 1.28 -4.51 -0.534
C -1.45 4.53 0.82 -1.295
H -1.53 -6.31 1.52 0.458
H 1.83 -0.12 -5.59 0.536
C -2.65 -2.75 -2.28 -0.615
H -1.80 5.39 0.27 0.286
C -3.33 -5.07 1.33 -0.740
H 1.01 4.96 2.17 0.377
C -3.82 1.97 -1.14 -0.005
C -1.01 0.62 3.24 -0.313
H 1.52 0.83 3.72 0.130
H 0.99 5.80 0.73 0.425
C 2.96 -2.36 3.15 -0.675
H 0.24 2.05 -5.06 -0.180
C 4.96 0.22 -1.21 -1.763
C 1.78 -2.82 0.62 0.272
N -1.57 -0.39 -3.30 0.333
H 3.47 -4.04 0.25 0.586
C 3.60 -3.18 2.19 -1.107
C 4.41 -2.13 -1.80 -1.941
N -2.62 1.39 -1.03 1.088
C -0.11 3.87 0.49 2.962
C -3.82 -3.76 1.25 -0.722
H 3.79 2.26 0.39 0.617
C -4.70 -1.26 -2.01 -1.040
C 2.40 1.27 3.29 0.088
C 4.66 2.59 2.33 -0.958
H 4.54 1.22 -1.20 0.304
H 3.68 -2.87 -2.01 0.340
H 1.30 -3.90 -1.15 0.492
C 1.70 -1.88 2.91 -0.787
N -1.32 0.78 -3.92 0.101
C -1.51 1.15 4.42 -0.846
N 1.27 0.51 -3.60 0.500
H 0.05 2.83 0.89 -1.743
N -2.29 1.01 0.22 0.869
H 3.18 -0.87 -0.50 -0.959
N 0.07 2.68 -2.86 -0.227
H -1.73 -2.66 3.79 0.432
H -2.27 3.82 0.74 0.280
H 5.04 -2.49 -0.98 0.380
C 2.93 -0.40 -2.55 0.021
C 0.06 3.67 -1.00 -1.218
H -0.10 -4.42 1.60 0.410
H 5.15 2.84 4.41 0.383
O 0.44 -2.10 -2.65 -0.674
C 3.74 2.07 1.46 -0.156
H -0.29 -1.43 -2.83 0.171
N 1.66 0.89 0.95 -0.359
C -4.31 2.08 0.14 -1.799
I -6.10 2.97 0.88 0.064
H -3.09 -3.51 -1.63 0.411
H 5.66 0.03 -0.40 0.374
N 1.90 0.39 -2.40 -0.123
H -2.37 2.25 -4.98 0.505
C 3.06 -0.79 -3.90 -1.252
H 5.00 -1.98 -2.73 0.531
C -2.16 -1.07 5.14 -0.664
C -1.55 -1.60 4.02 -0.315
C 1.23 -2.92 -0.73 -1.871
H 2.06 4.37 0.79 0.197
P -0.50 -1.38 1.36 2.045
H -4.89 -3.58 1.27 0.425
H 4.55 -3.65 2.45 0.428
C -2.97 -2.66 1.25 0.144
H -1.98 1.23 -1.79 -0.903
H 5.62 2.97 1.90 0.311
B 0.14 1.54 -3.94 -0.462
C -1.14 -4.21 1.46 -0.586
H 2.99 1.74 5.19 0.372
H -4.28 -0.73 -1.15 -0.229
C -3.32 1.45 0.97 -0.623
N 0.70 -1.92 -1.32 1.411
C 1.02 4.79 1.09 -1.479
H -2.00 -3.21 -3.01 0.346
C -2.09 0.32 5.38 -0.863
H -2.76 -1.66 5.82 0.434
H 5.47 0.12 -2.16 0.521
C -1.96 -5.32 1.43 -0.860
H 0.61 4.36 -4.08 0.454
C 3.78 -0.79 -1.42 3.229
C 3.30 1.81 4.14 -0.737
H -4.00 -5.89 1.26 0.365
C 2.03 -0.12 -4.53 -1.141
C 2.98 -3.39 0.96 -0.610
Ru 0.51 0.45 -0.50 2.209
H -2.63 0.65 6.25 0.361
C -1.00 -0.74 3.01 -0.111
C 2.54 1.39 1.85 -0.303
C 0.38 3.97 -3.08 -0.677
C -3.43 0.40 -4.30 -1.484
H 0.45 5.75 -1.81 0.441
H -5.36 -0.58 -2.68 0.329
H -3.29 -1.65 1.13 0.408
C 0.29 4.67 -1.93 -0.960
H -1.50 2.30 4.46 0.319
H -0.64 1.29 2.50 0.569
```